{"formula": "C43H49BrMgNO8", "method": "ωB97M-V/def2-TZVPD", "species": ["Mg", "C", "C", "C", "C", "C", "C", "C", "N", "C", "C", "C", "C", "C", "C", "O", "C", "C", "C", "C", "C", "C", "C", "C", "C", "O", "C", "C", "C", "C", "C", "C", "H", "H", "H", "H", "H", "H", "H", "H", "H", "H", "H", "H", "H", "H", "H", "H", "H", "H", "H", "H", "H", "H", "H", "H", "H", "H", "H", "H", "H", "H", "H", "H", "H", "H", "H", "H", "H", "H", "H", "H", "Br", "C", "C", "C", "C", "C", "C", "C", "O", "O", "H", "H", "H", "H", "O", "C", "O", "C", "C", "C", "C", "O", "C", "O", "C", "C", "H", "H", "H", "H", "H"], "xyz": [[-0.048, -0.061, -0.003], [-0.181, 6.922, -1.517], [-1.106, 6.533, -0.352], [-2.441, 7.254, -0.550], [-0.489, 7.014, 0.970], [-1.262, 5.010, -0.325], [-0.164, 4.226, -0.172], [-0.268, 2.808, -0.190], [0.676, 1.910, 0.045], [1.947, 2.011, 0.416], [2.677, 3.160, 0.826], [4.030, 3.119, 0.955], [4.706, 1.896, 0.633], [4.079, 0.724, 0.329], [2.622, 0.714, 0.332], [1.934, -0.323, 0.225], [4.834, -0.556, -0.027], [4.512, -1.684, 0.971], [6.345, -0.327, -0.014], [4.415, -0.994, -1.443], [4.783, 4.366, 1.429], [4.341, 4.702, 2.861], [4.458, 5.548, 0.502], [6.301, 4.169, 1.428], [-1.545, 2.172, -0.540], [-1.561, 0.953, -0.815], [-2.728, 3.026, -0.527], [-2.541, 4.372, -0.431], [-4.119, 2.404, -0.610], [-4.297, 1.396, 0.538], [-5.214, 3.466, -0.481], [-4.304, 1.700, -1.966], [-0.075, 8.009, -1.576], [-0.593, 6.560, -2.461], [0.813, 6.489, -1.397], [-2.270, 8.330, -0.615], [-3.123, 7.073, 0.284], [-2.926, 6.933, -1.474], [-0.382, 8.102, 0.969], [0.499, 6.579, 1.128], [-1.119, 6.728, 1.814], [0.812, 4.675, -0.069], [2.130, 4.054, 1.085], [5.786, 1.898, 0.656], [4.724, -1.365, 1.995], [5.132, -2.555, 0.746], [3.469, -1.980, 0.904], [6.691, -0.020, 0.977], [6.643, 0.433, -0.741], [6.853, -1.257, -0.272], [3.353, -1.230, -1.472], [4.968, -1.888, -1.741], [4.622, -0.201, -2.166], [3.273, 4.916, 2.907], [4.882, 5.578, 3.231], [4.543, 3.862, 3.528], [3.395, 5.791, 0.522], [4.731, 5.308, -0.527], [5.012, 6.439, 0.810], [6.594, 3.336, 2.069], [6.787, 5.070, 1.805], [6.673, 3.983, 0.418], [-3.414, 5.009, -0.437], [-4.151, 1.889, 1.502], [-3.602, 0.562, 0.477], [-5.310, 0.985, 0.513], [-5.137, 4.000, 0.469], [-6.188, 2.976, -0.512], [-5.174, 4.189, -1.300], [-3.566, 0.915, -2.095], [-4.202, 2.417, -2.785], [-5.301, 1.254, -2.016], [-2.876, -4.214, 2.593], [-1.049, -3.717, 2.685], [-0.203, -4.722, 3.137], [1.142, -4.468, 3.328], [1.647, -3.205, 3.070], [0.805, -2.215, 2.603], [-0.556, -2.437, 2.392], [-1.364, -1.257, 1.838], [-2.555, -1.378, 1.587], [-0.694, -0.161, 1.712], [-0.606, -5.704, 3.340], [1.792, -5.260, 3.679], [2.698, -2.995, 3.229], [1.195, -1.234, 2.373], [0.294, -3.721, -0.806], [-0.495, -2.810, -1.037], [-0.209, -1.555, -0.996], [-1.881, -3.169, -1.546], [-2.790, -2.175, -1.880], [-4.062, -2.481, -2.363], [-4.367, -3.813, -2.492], [-5.533, -4.389, -2.959], [-5.396, -5.775, -2.692], [-4.038, -6.044, -2.398], [-3.466, -4.807, -2.151], [-2.214, -4.520, -1.681], [-2.486, -1.151, -1.727], [-4.782, -1.715, -2.621], [-5.702, -6.346, -3.571], [-6.021, -6.049, -1.830], [-1.503, -5.285, -1.400]], "total_charge": -1, "max_force_ev_per_a": 1.914, "spin_multiplicity": 1, "de_lowest_kj_mol": 47.7}